Entry 1:
{"formula": "C4H13N2O2", "method": "the ωB97M-V functional and the def2-TZVPD basis", "de_lowest_ev": 1.275, "lumo_energy_ev": -3.0, "total_charge": 1, "orbital_gap_ev": 10.6, "spin_multiplicity": 1, "e_tot_ha": -419.9786, "elements": ["O", "C", "N", "C", "C", "N", "C", "H", "H", "H", "H", "H", "H", "H", "H", "H", "H", "H", "H", "H", "O"], "coordinates": [[1.54608, 0.29671, -0.30151], [0.47618, 0.35108, -0.90005], [0.37203, 0.75964, -2.17037], [-0.85213, 0.80149, -2.96425], [-0.76408, -0.05431, -0.13010], [-0.33726, -0.48436, 1.22318], [-0.59979, 0.53268, 2.29663], [1.28135, 0.92440, -2.59130], [-0.69078, 0.34538, -3.91827], [-1.65524, 0.28252, -2.43409], [-1.18376, 1.82965, -3.06818], [-1.51110, 0.74516, -0.14532], [-1.24034, -0.87040, -0.65864], [0.67956, -0.70334, 1.17649], [-0.82705, -1.34995, 1.42996], [-0.83374, -0.01069, 3.20519], [-1.43646, 1.15465, 2.01086], [0.31097, 1.10660, 2.40450], [1.99773, -2.25276, 2.42592], [3.09978, -1.74526, 1.43838], [2.16807, -1.65891, 1.67096]], "lowdin_charge": [0.06, -0.47, 0.05, -0.03, -0.05, 0.00, 0.04, 0.17, 0.09, 0.08, 0.09, 0.14, 0.14, 0.10, 0.18, 0.11, 0.10, 0.11, 0.08, 0.08, -0.05]}



Entry 2:
{"formula": "C30H64N3O7PS", "method": "the ωB97M-V functional and the def2-TZVPD basis", "s2": 3.763, "lumo_energy_ev": [-3.5, -3.5], "total_charge": 1, "orbital_gap_ev": [6.2, 7.5], "spin_multiplicity": 4, "e_tot_ha": -2611.6016, "elements": ["C", "C", "C", "O", "S", "P", "O", "O", "O", "H", "H", "H", "H", "H", "H", "H", "H", "H", "H", "C", "C", "C", "C", "C", "C", "N", "O", "C", "C", "C", "H", "H", "H", "H", "H", "H", "H", "H", "H", "H", "H", "H", "H", "H", "H", "H", "H", "H", "C", "C", "C", "C", "C", "C", "N", "O", "C", "C", "C", "H", "H", "H", "H", "H", "H", "H", "H", "H", "H", "H", "H", "H", "H", "H", "H", "H", "H", "C", "C", "C", "C", "C", "C", "N", "O", "C", "C", "C", "H", "H", "H", "H", "H", "H", "H", "H", "H", "H", "H", "H", "H", "H", "H", "H", "H", "H"], "coordinates": [[0.78851, 2.39500, 3.98280], [0.65187, 1.29290, 2.93267], [-0.73776, 1.03948, 2.40364], [-1.58573, 0.28175, 3.33249], [-2.48412, 0.99818, 4.40875], [-3.93921, 2.35719, 3.45406], [-4.80629, 2.59523, 4.58123], [-4.43511, 1.43555, 2.29237], [-3.17960, 3.60186, 2.88369], [0.11823, 3.23506, 3.77444], [0.57816, 2.04178, 4.99589], [1.80353, 2.78470, 4.00202], [1.06461, 0.34768, 3.29487], [1.23312, 1.54837, 2.04209], [-0.69279, 0.42342, 1.51113], [-1.23605, 1.98091, 2.14812], [-1.67207, 1.96079, 4.90580], [-4.08147, 1.52105, 1.39418], [-2.73721, 3.56424, 2.02311], [1.24981, -0.09769, -3.39309], [1.80467, -0.35983, -1.98941], [2.68586, -1.61558, -1.95433], [1.90457, -2.92392, -2.04564], [0.83183, -2.98971, -0.96278], [-0.12183, -1.79625, -1.00855], [0.69834, -0.52929, -0.98620], [1.01641, -0.16018, 0.20000], [-1.05867, -1.85681, -2.21593], [-1.01463, -1.73682, 0.22095], [2.62660, 0.86300, -1.59955], [0.57673, -0.86491, -3.75696], [0.71860, 0.85483, -3.41645], [2.08555, -0.03893, -4.09031], [3.26138, -1.60888, -1.02215], [3.40567, -1.54031, -2.77175], [1.46084, -3.03614, -3.03818], [2.59219, -3.76171, -1.92318], [0.23760, -3.90229, -1.04973], [1.31930, -3.01442, 0.01800], [-1.54758, -0.89286, -2.37563], [-1.83856, -2.59305, -2.01945], [-0.58056, -2.15047, -3.14650], [-0.42120, -1.72801, 1.13304], [-1.69674, -2.58494, 0.26100], [-1.60122, -0.81690, 0.16435], [1.99277, 1.74449, -1.50250], [3.35535, 1.04756, -2.39018], [3.15854, 0.71797, -0.66457], [-5.44444, 3.49578, -4.26574], [-4.21975, 2.58111, -4.16504], [-3.92320, 1.88559, -5.49985], [-4.89064, 0.75573, -5.83723], [-4.94655, -0.26077, -4.70129], [-5.31885, 0.36593, -3.35479], [-4.39071, 1.52743, -3.10238], [-3.28644, 1.17728, -2.56016], [-6.79545, 0.78104, -3.33635], [-5.11706, -0.64270, -2.22887], [-3.03857, 3.46065, -3.77154], [-6.37451, 2.97892, -4.46494], [-5.56601, 4.06590, -3.34350], [-5.28432, 4.20170, -5.08068], [-2.90695, 1.48076, -5.46014], [-3.93044, 2.64668, -6.28275], [-5.88547, 1.15344, -6.05310], [-4.55777, 0.25863, -6.74933], [-5.66907, -1.05113, -4.91825], [-3.96649, -0.73949, -4.60439], [-7.00288, 1.45406, -2.50359], [-7.40267, -0.11463, -3.20691], [-7.12841, 1.25307, -4.25504], [-4.10987, -1.05087, -2.22656], [-5.82566, -1.45958, -2.36805], [-5.30716, -0.18249, -1.25770], [-3.17609, 3.87235, -2.77155], [-2.98079, 4.28798, -4.48052], [-2.09885, 2.91575, -3.79268], [5.38044, -3.38885, 4.04335], [4.53673, -2.21448, 4.54928], [3.18252, -2.14011, 3.83343], [3.25776, -1.60612, 2.40278], [3.98366, -0.26403, 2.36191], [5.37398, -0.30344, 2.99736], [5.23356, -0.89527, 4.37311], [4.90232, -0.03273, 5.25546], [6.35763, -1.08081, 2.11342], [5.92413, 1.10943, 3.15452], [4.31768, -2.43695, 6.04119], [5.67614, -3.31322, 3.00464], [6.28463, -3.48545, 4.64511], [4.80199, -4.30685, 4.15200], [2.53216, -1.48777, 4.42698], [2.72990, -3.13445, 3.85226], [3.75465, -2.33545, 1.75593], [2.25074, -1.47848, 1.99957], [4.08248, 0.09388, 1.33464], [3.38751, 0.48011, 2.89973], [7.25906, -1.33954, 2.66906], [6.64712, -0.44231, 1.27852], [5.94115, -1.98753, 1.68459], [5.24115, 1.75184, 3.70314], [6.08165, 1.52954, 2.15999], [6.87732, 1.09822, 3.68261], [5.25824, -2.36778, 6.58588], [3.90900, -3.43974, 6.17937], [3.62757, -1.71289, 6.46544]], "mulliken_spin": [0.00, 0.01, 0.04, 0.00, 0.00, 0.00, 0.00, 0.00, 0.00, 0.00, 0.00, 0.00, -0.01, 0.00, -0.03, 0.00, 0.00, 0.00, 0.00, 0.02, -0.01, 0.02, -0.01, 0.02, -0.01, 0.49, 0.45, 0.03, -0.02, 0.01, 0.00, -0.01, 0.00, 0.00, 0.00, 0.00, 0.00, 0.00, 0.00, 0.00, 0.00, 0.00, 0.00, 0.00, 0.00, 0.00, 0.00, 0.00, 0.02, -0.01, 0.03, -0.02, 0.03, 0.00, 0.48, 0.47, 0.02, -0.01, -0.01, 0.00, -0.01, 0.00, 0.00, 0.00, 0.00, 0.00, 0.00, 0.00, -0.01, 0.00, 0.00, 0.01, 0.00, 0.00, 0.00, 0.00, 0.00, 0.02, -0.01, 0.06, -0.02, 0.05, -0.03, 0.41, 0.53, 0.02, 0.00, 0.00, 0.00, -0.01, 0.00, 0.01, 0.00, -0.01, -0.01, 0.00, 0.00, -0.01, 0.00, 0.00, 0.00, 0.00, -0.01, 0.00, 0.00, 0.00]}



Entry 3:
{"formula": "C9H27KO12P3", "method": "the ωB97M-V functional and the def2-TZVPD basis", "de_lowest_ev": 5.073, "lumo_energy_ev": -4.0, "total_charge": 1, "orbital_gap_ev": 8.2, "spin_multiplicity": 1, "e_tot_ha": -2885.9667, "elements": ["K", "C", "O", "P", "O", "O", "C", "O", "C", "H", "H", "H", "H", "H", "H", "H", "H", "H", "C", "O", "P", "O", "O", "C", "O", "C", "H", "H", "H", "H", "H", "H", "H", "H", "H", "C", "O", "P", "O", "O", "C", "O", "C", "H", "H", "H", "H", "H", "H", "H", "H", "H"], "coordinates": [[2.53697, -0.60848, 0.38137], [4.08333, 0.85778, 8.44581], [2.72881, 0.94023, 8.20419], [2.16340, 1.41719, 6.79997], [2.52978, 0.50092, 5.67126], [0.55883, 1.63664, 7.11466], [-0.31420, 2.59114, 6.55536], [2.65362, 3.00038, 6.71059], [3.51443, 3.35783, 5.63976], [4.51441, 1.79578, 8.79572], [4.66496, 0.32774, 7.69159], [4.17446, 0.17969, 9.29432], [0.11572, 3.14177, 5.71866], [-0.60885, 3.35892, 7.27076], [-1.24636, 2.26875, 6.09142], [3.02542, 3.61201, 4.69935], [4.25646, 2.61443, 5.34846], [3.99642, 4.32399, 5.78914], [-3.64572, 5.46448, 0.12546], [-3.75401, 4.55482, -0.90727], [-2.50248, 3.65382, -1.36919], [-1.88215, 2.78010, -0.34536], [-3.04863, 2.91062, -2.66396], [-4.11391, 1.92914, -2.58288], [-1.46148, 4.72374, -2.02880], [-0.21697, 4.33711, -2.48555], [-4.15755, 5.03517, 0.98675], [-3.89726, 6.49706, -0.11666], [-2.65615, 5.33327, 0.56322], [-4.68235, 1.77097, -1.66639], [-3.73303, 0.98618, -2.97511], [-4.89890, 2.37463, -3.19396], [0.38003, 5.20698, -2.75942], [-0.11430, 3.51242, -3.19085], [0.33117, 3.86050, -1.67285], [-2.24786, -5.51332, -5.20645], [-1.22370, -5.16507, -4.22754], [0.28907, -5.78616, -4.37966], [1.02431, -5.31969, -3.15541], [0.09392, -7.44307, -4.53243], [1.20652, -8.21052, -4.78017], [0.83983, -5.40228, -5.79921], [0.89698, -4.09223, -6.34425], [-2.39629, -4.66001, -5.86820], [-3.21378, -5.96108, -4.97278], [-1.78619, -6.14295, -5.96706], [2.19120, -7.76033, -4.65432], [1.14126, -8.46665, -5.83763], [1.05165, -9.17177, -4.29016], [1.91571, -3.95346, -6.70624], [0.43830, -3.22377, -5.87147], [0.48533, -3.97561, -7.34676]], "lowdin_charge": [0.98, -0.13, -0.20, 0.51, -0.27, -0.21, -0.12, -0.22, -0.14, 0.10, 0.10, 0.09, 0.08, 0.09, 0.09, 0.08, 0.08, 0.09, -0.13, -0.21, 0.43, -0.26, -0.21, -0.08, -0.20, -0.15, 0.10, 0.10, 0.08, 0.09, 0.09, 0.09, 0.10, 0.09, 0.07, -0.09, -0.23, 0.48, -0.28, -0.22, -0.16, -0.20, -0.10, 0.08, 0.09, 0.07, 0.09, 0.09, 0.10, 0.09, 0.10, 0.09]}